(1)
45
Properties=species:S:1:pos:R:3:lowdin_charge:R:1 method="wB97M-V/def2-TZVPD" homo_lumo_gap_ha=0.2220 homo_ev=-2.79 de_lowest_ev=0.000 charge=-2 total_energy_ev=-148302.8146
Ti 1.00 -0.57 0.67 -0.49
S 0.03 -3.91 3.41 -0.13
Sb -1.08 -2.26 2.32 -0.05
S -0.08 -0.06 2.60 0.03
S -0.28 -2.33 0.03 0.01
S -3.31 -2.01 2.44 -0.18
S 2.85 -1.36 2.02 0.54
C 3.40 -2.83 1.24 -0.71
N 2.62 -3.91 1.39 0.04
C 2.94 -5.13 0.91 -0.04
C 4.12 -5.32 0.26 -0.06
C 4.97 -4.23 0.10 -0.04
C 4.61 -2.99 0.58 -0.11
H 1.75 -3.81 1.94 -0.04
H 2.21 -5.90 1.10 0.13
H 4.43 -6.29 -0.11 0.03
H 5.92 -4.39 -0.41 0.06
H 5.24 -2.12 0.44 0.10
C -0.68 3.40 -2.76 -0.08
C -0.88 4.54 -1.77 -0.45
C -2.30 5.06 -1.74 -0.05
O -0.44 4.24 -0.43 -0.33
P -0.69 2.93 0.46 -0.12
S -0.67 3.37 2.34 0.23
S 0.74 1.62 -0.27 0.21
O -2.11 2.46 -0.12 -0.34
C -2.76 1.25 0.38 -0.49
C -4.03 1.67 1.08 -0.05
C -2.99 0.34 -0.80 -0.06
H -0.94 3.77 -3.76 0.08
H -1.33 2.56 -2.53 0.07
H 0.35 3.06 -2.77 0.06
H -0.21 5.36 -2.05 0.13
H -3.00 4.25 -1.50 0.07
H -2.56 5.46 -2.73 0.08
H -2.40 5.85 -1.00 0.08
H -2.10 0.77 1.10 0.04
H -4.70 2.18 0.38 0.08
H -3.80 2.34 1.91 0.07
H -4.52 0.78 1.48 0.06
H -3.67 0.80 -1.52 0.08
H -3.42 -0.60 -0.45 0.06
H -2.04 0.11 -1.30 0.06
I 2.59 -0.86 -1.61 0.14
I 7.20 -7.28 -0.97 -0.72

***

(2)
14
Properties=species:S:1:pos:R:3:lowdin_charge:R:1 method="wB97M-V/def2-TZVPD" homo_lumo_gap_ha=0.3446 homo_ev=-8.30 smiles=C1C[C@@H]2C[C@H]2S1 de_lowest_ev=3.178 total_energy_ev=-16146.4596
C -0.85 -1.20 0.96 -0.41
C -0.68 -0.89 -0.57 -0.24
C -0.15 0.51 -0.51 -0.30
C 0.99 1.70 -0.59 -0.04
C 1.13 0.54 0.32 -0.61
S 0.46 -0.16 1.85 0.83
H -0.63 -2.30 1.06 0.08
H -1.86 -0.92 1.22 0.06
H -0.14 -1.65 -1.16 0.11
H -1.66 -0.93 -1.03 0.09
H -0.95 1.13 0.08 0.14
H 1.76 1.73 -1.41 0.11
H 0.70 2.63 -0.21 0.07
H 1.88 -0.19 -0.01 0.09

***

(3)
80
Properties=species:S:1:pos:R:3:lowdin_charge:R:1 method="wB97M-V/def2-TZVPD" homo_lumo_gap_ha=0.2745 homo_ev=-5.61 charge=-1 total_energy_ev=-634795.9388
O 0.51 -5.28 -0.19 -0.09
C -0.11 -4.66 -1.19 -0.55
Cl -1.04 -5.77 -2.40 0.48
C -0.19 -3.05 -1.47 -0.09
C 0.85 -2.11 -0.64 -0.39
C 2.36 -2.61 -0.28 -0.13
C 3.38 -2.81 -1.53 -0.19
C 2.78 -2.58 -3.02 -0.17
C 4.08 -2.71 -4.07 -0.24
O 3.73 -2.13 -5.40 -0.18
O 0.69 -0.80 -1.35 -0.36
P 0.96 0.52 -0.23 0.57
C 1.36 2.13 0.75 -0.31
F 2.58 1.81 1.57 -0.07
F 0.26 2.36 1.75 -0.09
C 1.66 3.42 -0.22 -0.12
F 2.88 3.21 -1.08 0.00
F 2.03 4.56 0.70 -0.02
C 0.40 3.90 -1.15 -0.14
F 0.64 3.50 -2.58 0.00
F -0.91 3.32 -0.78 0.03
F 0.26 5.39 -1.18 0.01
O 0.76 -0.44 1.25 -0.33
C 0.16 -1.75 0.84 -0.30
C 0.00 -2.94 1.95 -0.04
C -0.59 -2.09 3.41 -0.11
C -1.84 -0.93 3.09 0.01
O -2.07 -2.39 3.81 -0.69
H -0.01 -2.85 -2.62 0.13
H -1.29 -2.68 -1.24 0.15
H 2.84 -1.76 0.41 0.12
H 2.42 -3.60 0.38 0.12
H 3.82 -3.92 -1.48 0.12
H 4.33 -2.11 -1.36 0.12
H 2.32 -1.53 -3.24 0.12
H 2.07 -3.49 -3.29 0.12
H 4.42 -3.82 -4.24 0.05
H 4.97 -2.02 -3.67 0.13
H 3.11 -1.33 -5.28 0.10
H -0.45 0.78 -0.37 0.05
H 1.26 1.26 -1.46 0.01
H 2.42 0.33 -0.18 0.04
H -0.92 -1.38 0.47 0.13
H 1.01 -3.42 2.32 0.11
H -0.87 -3.70 1.76 0.12
H 0.26 -1.81 4.29 0.17
H -2.60 -1.16 2.23 0.11
H -2.37 -0.45 4.04 0.11
Br 3.88 -6.47 -5.17 0.63
C 4.59 -6.47 -6.99 -0.69
C 6.10 -6.51 -6.98 -0.70
Br 6.85 -4.76 -6.55 0.61
H 4.18 -5.59 -7.49 0.06
H 4.18 -7.37 -7.46 0.05
H 6.49 -6.74 -7.98 0.05
H 6.51 -7.22 -6.26 0.05
Br -6.12 -5.04 6.73 0.57
C -5.40 -5.04 4.92 -0.70
C -3.89 -5.08 4.92 -0.65
Br -3.14 -3.33 5.36 0.89
H -5.81 -4.16 4.41 0.05
H -5.81 -5.94 4.45 0.05
H -3.51 -5.32 3.93 0.06
H -3.48 -5.79 5.64 0.05
Br -2.13 4.32 2.99 0.63
C -1.61 5.78 1.80 -0.70
C -2.39 7.04 2.11 -0.69
Br -4.20 6.93 1.40 0.60
H -1.75 5.42 0.78 0.04
H -0.54 5.93 1.99 0.06
H -1.94 7.90 1.61 0.06
H -2.47 7.24 3.18 0.05
Br -4.80 9.87 4.35 0.59
C -4.55 10.71 2.61 -0.71
C -5.45 11.91 2.45 -0.70
Br -7.29 11.38 2.06 0.59
H -4.72 9.94 1.85 0.01
H -3.50 11.01 2.59 0.06
H -5.14 12.51 1.59 0.06
H -5.48 12.55 3.33 0.05

***

(4)
38
Properties=species:S:1:pos:R:3:lowdin_charge:R:1 method="wB97M-V/def2-TZVPD" homo_lumo_gap_ha=0.2022 homo_ev=-7.06 de_lowest_ev=0.000 total_energy_ev=-54392.4040
Pt -0.60 0.55 -0.42 0.26
O -6.14 -5.33 -0.92 0.12
C -5.72 -4.49 0.05 -0.48
O -6.33 -4.39 1.07 0.13
C -4.46 -3.71 -0.22 -0.13
C -3.97 -3.49 -1.51 -0.02
C -2.81 -2.76 -1.69 -0.01
C -2.13 -2.27 -0.59 -0.33
C -2.63 -2.45 0.69 -0.06
C -3.78 -3.18 0.87 0.01
N -0.92 -1.53 -0.77 -0.07
C 0.09 -2.14 -1.23 -0.06
C 1.33 -1.40 -1.44 -0.25
C 2.48 -2.00 -1.92 0.00
C 3.62 -1.23 -2.09 -0.04
C 3.56 0.11 -1.79 -0.03
C 2.37 0.66 -1.32 -0.13
N 1.28 -0.08 -1.13 -0.08
H -5.49 -5.38 -1.63 0.09
H -4.52 -3.83 -2.38 0.12
H -2.44 -2.55 -2.69 0.12
H -2.11 -2.01 1.53 0.11
H -4.19 -3.34 1.86 0.13
H 0.06 -3.20 -1.47 0.15
H 2.47 -3.06 -2.15 0.12
H 4.53 -1.68 -2.46 0.12
H 4.41 0.76 -1.91 0.12
H 2.27 1.71 -1.09 0.01
Te 0.04 3.00 -0.03 0.75
C -1.40 4.00 -1.17 -1.09
C -1.67 3.89 -2.51 -0.26
C -2.73 4.74 -2.93 -0.20
C -3.24 5.49 -1.91 -0.43
S -2.44 5.14 -0.43 0.89
H -1.14 3.21 -3.16 0.09
H -3.09 4.79 -3.94 0.10
H -4.03 6.21 -1.95 0.06
I -3.00 1.07 0.33 0.16

***

(5)
48
Properties=species:S:1:pos:R:3:lowdin_charge:R:1 method="wB97M-V/def2-TZVPD" homo_lumo_gap_ha=0.2983 homo_ev=-7.99 de_lowest_ev=18.882 total_energy_ev=-27031.7479
C -2.36 -1.66 0.38 -0.34
O -2.62 -2.49 -0.49 0.01
N -1.23 -1.53 1.00 -0.15
C -1.10 -0.38 1.93 -0.04
C -0.14 -2.52 0.86 0.03
H -3.17 -1.02 0.75 0.17
H -1.03 -0.77 2.95 0.13
H -1.83 0.40 1.71 -0.04
H -0.14 0.11 1.82 -0.04
H 0.51 -2.52 1.74 0.07
H -0.59 -3.51 0.73 0.11
H 0.34 -2.21 -0.06 0.08
C -0.82 1.91 0.47 -0.28
O -1.75 1.36 1.05 0.05
N 0.34 2.24 1.05 -0.22
C 1.28 3.03 0.21 -0.01
C 0.47 2.03 2.51 0.03
H -0.78 2.01 -0.62 0.13
H 2.26 2.57 0.24 0.09
H 1.43 4.00 0.70 0.11
H 1.05 3.02 -0.85 0.11
H 0.16 0.99 2.62 0.05
H 1.52 1.92 2.82 0.12
H -0.13 2.69 3.13 0.12
C 2.51 -1.62 0.93 -0.31
O 1.95 -1.91 1.98 -0.03
N 2.12 -0.61 0.17 -0.11
C 0.98 0.19 0.43 -0.15
C 2.83 -0.30 -1.08 -0.01
H 3.44 -2.09 0.56 0.15
H 0.07 -0.13 -0.08 -0.03
H 1.28 1.21 0.18 0.06
H 0.64 0.16 1.47 0.03
H 2.75 0.74 -1.42 0.09
H 3.90 -0.53 -1.07 0.09
H 2.31 -0.87 -1.85 0.08
C -2.42 -1.41 -2.68 -0.35
O -3.18 -1.17 -3.60 0.00
N -1.52 -0.55 -2.25 -0.08
C -0.57 -0.72 -1.18 -0.13
C -1.35 0.75 -2.95 -0.03
H -2.63 -2.26 -2.01 0.09
H -1.05 -1.11 -0.28 -0.02
H -0.21 0.27 -0.89 0.05
H 0.31 -1.28 -1.51 0.12
H -0.92 1.56 -2.36 0.05
H -0.66 0.75 -3.80 0.09
H -2.21 1.26 -3.38 0.09

***

(6)
126
Properties=species:S:1:pos:R:3:lowdin_charge:R:1 method="wB97M-V/def2-TZVPD" homo_lumo_gap_ha="0.3413 / 0.2665" homo_ev="-10.97 / -10.96" charge=+1 multiplicity=2 total_energy_ev=-229910.7293
Cu -0.08 -1.23 1.65 0.42
Br 0.20 -0.03 -0.65 0.13
C -1.29 2.17 3.88 0.03
C -1.97 1.26 2.90 -0.48
O -1.49 0.14 2.60 -0.05
N -3.15 1.67 2.42 0.06
C -3.97 0.93 1.45 -0.04
H -0.37 2.57 3.46 0.07
H -1.08 1.66 4.81 0.08
H -1.95 3.00 4.11 0.08
H -3.42 2.62 2.63 0.14
H -4.55 0.11 1.87 0.09
H -3.29 0.50 0.71 0.07
H -4.68 1.59 0.96 0.08
C -3.59 -2.70 -0.52 0.02
C -3.03 -2.54 0.87 -0.49
O -1.82 -2.34 1.05 -0.04
N -3.90 -2.74 1.87 0.04
C -3.51 -2.63 3.26 -0.05
H -3.09 -1.97 -1.15 0.07
H -4.67 -2.53 -0.59 0.08
H -3.34 -3.69 -0.91 0.10
H -4.86 -2.90 1.63 0.15
H -4.41 -2.86 3.84 0.09
H -3.19 -1.62 3.53 0.08
H -2.70 -3.33 3.50 0.08
C -0.49 3.94 -0.30 -0.01
C -1.04 5.09 0.56 -0.54
O -1.32 4.92 1.73 0.03
N -1.16 6.26 -0.12 -0.01
C -1.66 7.44 0.50 -0.08
H 0.60 3.98 -0.35 0.04
H -0.89 3.95 -1.32 0.07
H -0.80 3.01 0.19 0.05
H -0.91 6.31 -1.10 0.14
H -2.61 7.75 0.01 0.09
H -0.93 8.26 0.49 0.09
H -1.86 7.22 1.55 0.08
C -7.17 1.85 -1.86 0.00
C -5.87 1.16 -1.59 -0.57
O -5.81 0.17 -0.85 0.01
N -4.81 1.71 -2.19 0.02
C -3.43 1.30 -2.05 -0.05
H -7.18 2.60 -2.66 0.08
H -7.42 2.36 -0.92 0.09
H -7.95 1.10 -1.99 0.09
H -5.01 2.52 -2.77 0.13
H -2.81 1.69 -2.85 0.08
H -3.36 0.21 -2.04 0.08
H -3.01 1.63 -1.10 0.05
C -0.12 -4.47 4.82 0.01
C 0.03 -3.01 4.58 -0.53
O -0.09 -2.49 3.48 0.02
N 0.25 -2.29 5.69 0.04
C 0.33 -0.81 5.74 -0.02
H 0.87 -4.89 4.95 0.09
H -0.56 -4.92 3.93 0.09
H -0.73 -4.71 5.70 0.09
H 0.32 -2.82 6.55 0.14
H 1.13 -0.43 5.12 0.06
H 0.48 -0.54 6.78 0.09
H -0.61 -0.38 5.38 0.07
C 2.52 -4.63 1.75 0.02
C 1.71 -3.90 0.72 -0.53
O 1.27 -2.79 0.95 -0.04
N 1.57 -4.52 -0.46 0.05
C 0.72 -3.93 -1.55 -0.02
H 1.88 -5.38 2.25 0.09
H 2.87 -3.93 2.50 0.08
H 3.36 -5.15 1.29 0.08
H 2.02 -5.41 -0.62 0.14
H 1.25 -3.30 -2.25 0.07
H -0.05 -3.34 -1.05 0.07
H 0.23 -4.75 -2.09 0.08
C 2.33 2.11 2.12 0.02
C 2.41 0.77 2.65 -0.57
O 1.53 -0.07 2.55 -0.02
N 3.53 0.47 3.32 0.03
C 3.87 -0.89 3.79 -0.03
H 1.54 2.66 2.64 0.09
H 2.06 2.03 1.06 0.07
H 3.27 2.66 2.23 0.09
H 4.30 1.12 3.30 0.13
H 4.81 -0.86 4.35 0.09
H 3.95 -1.63 2.99 0.08
H 3.09 -1.19 4.48 0.06
C -0.07 -1.46 -4.58 -0.01
C -0.97 -2.68 -4.37 -0.54
O -2.00 -2.60 -3.68 0.02
N -0.53 -3.80 -4.95 -0.01
C -1.10 -5.09 -4.82 -0.09
H -0.70 -0.57 -4.57 0.08
H 0.45 -1.48 -5.54 0.07
H 0.66 -1.35 -3.77 0.05
H 0.31 -3.79 -5.51 0.14
H -0.94 -5.65 -5.75 0.09
H -2.17 -5.02 -4.62 0.09
H -0.67 -5.72 -4.03 0.07
C 0.54 2.66 -3.41 -0.05
C 1.32 2.23 -4.68 -0.52
O 1.18 2.78 -5.79 0.02
N 2.19 1.21 -4.43 0.01
C 3.16 0.64 -5.37 -0.07
H 0.44 3.75 -3.47 0.08
H 0.92 2.34 -2.45 -0.02
H -0.48 2.27 -3.56 0.07
H 2.24 0.86 -3.49 0.10
H 3.00 -0.38 -5.74 0.08
H 4.11 0.65 -4.84 0.03
H 3.24 1.35 -6.19 0.09
Cl 5.34 0.24 0.31 0.55
C 4.05 -0.64 -0.63 -0.63
C 4.73 -1.64 -1.50 -0.61
Cl 5.59 -0.82 -2.89 0.55
H 3.56 0.12 -1.24 0.04
H 3.30 -1.07 0.03 0.05
H 3.93 -2.22 -1.95 0.06
H 5.40 -2.30 -0.96 0.07
Cl 3.21 3.65 -1.45 0.59
C 4.99 3.59 -1.74 -0.64
C 5.68 4.28 -0.62 -0.63
Cl 7.41 3.73 -0.68 0.54
H 5.14 4.12 -2.68 0.08
H 5.31 2.55 -1.83 0.04
H 5.30 3.96 0.34 0.05
H 5.69 5.36 -0.67 0.07

***

(7)
16
Properties=species:S:1:pos:R:3:lowdin_charge:R:1 method="wB97M-V/def2-TZVPD" homo_lumo_gap_ha=0.3398 homo_ev=-8.48 smiles="C=C1C=NN[C@H]2C[C@H]12" de_lowest_ev=4.076 total_energy_ev=-9327.6315
C -2.37 0.42 0.06 0.06
C -1.14 -0.07 -0.15 -0.28
C -0.76 -1.49 -0.08 -0.12
N 0.45 -2.02 -0.06 0.05
N 1.58 -1.12 -0.18 -0.04
C 1.27 0.13 0.46 -0.27
C 1.32 1.54 -0.05 -0.03
C 0.16 0.66 -0.41 -0.22
H -2.54 1.50 0.03 0.07
H -3.17 -0.23 0.41 0.06
H -1.48 -2.27 0.06 0.10
H 2.42 -1.58 0.15 0.11
H 0.91 0.07 1.51 0.16
H 1.17 2.36 0.65 0.10
H 1.86 1.84 -0.93 0.10
H 0.33 0.27 -1.46 0.15

***

(8)
52
Properties=species:S:1:pos:R:3:lowdin_charge:R:1 method="wB97M-V/def2-TZVPD" homo_lumo_gap_ha="0.1286 / 0.0733" homo_ev="-16.60 / -16.63" charge=+3 multiplicity=2 total_energy_ev=-109030.4770
O -1.90 0.05 -3.60 -0.23
V -0.65 1.06 -3.74 1.09
O -1.22 2.45 -4.34 -0.15
O 1.34 4.55 -0.73 -0.27
V 1.14 4.27 -2.26 1.06
O -0.35 4.74 -2.64 -0.24
Sr 3.96 1.07 -2.73 1.75
Ca 1.45 -1.57 -2.21 1.67
C 0.83 1.04 -1.39 -0.98
O 0.66 2.13 -1.92 -0.03
O -0.02 0.20 -1.61 -0.16
O 1.95 0.51 -1.19 -0.27
C 3.03 3.48 -4.25 -1.18
O 3.65 2.74 -4.94 0.04
O 2.00 3.89 -4.70 0.11
O 3.09 3.45 -3.06 -0.17
C -3.55 0.23 -0.76 -0.04
C -2.96 -0.14 0.52 -0.46
C -3.74 -1.24 1.27 -0.02
O -1.68 -0.71 0.34 -0.07
H -3.66 -0.61 -1.45 0.10
H -3.04 1.04 -1.27 0.08
H -4.59 0.53 -0.74 0.11
H -2.90 0.61 1.31 0.15
H -4.73 -0.93 1.60 0.10
H -3.12 -1.70 2.04 0.08
H -3.96 -2.03 0.56 0.09
H -1.10 -0.28 -0.29 0.03
C 0.80 0.30 3.80 0.01
C 0.82 0.73 2.33 -0.30
C 0.80 2.30 2.15 0.05
O 2.04 0.21 1.76 0.15
H 0.22 -0.61 3.92 0.10
H 0.21 0.96 4.44 0.12
H 1.75 0.17 4.31 0.12
H -0.06 0.30 1.87 0.16
H 1.56 2.91 2.65 0.12
H -0.13 2.73 2.52 0.12
H 1.05 2.57 1.13 0.06
H 2.23 0.46 0.85 0.08
C -0.12 -3.38 1.88 0.01
C 0.89 -3.09 0.71 -0.50
C 1.73 -4.26 0.25 -0.03
O 0.26 -2.56 -0.38 -0.16
H -0.58 -2.45 2.21 0.06
H 0.37 -3.81 2.75 0.10
H -0.85 -4.15 1.61 0.11
H 1.50 -2.28 1.10 0.12
H 2.66 -4.15 -0.31 0.07
H 1.19 -5.01 -0.32 0.10
H 2.14 -4.80 1.11 0.11
H -0.45 -1.95 -0.17 0.05

***

(9)
20
Properties=species:S:1:pos:R:3:lowdin_charge:R:1 method="wB97M-V/def2-TZVPD" homo_lumo_gap_ha=0.2979 homo_ev=-7.77 smiles=CN1c2ccccc2S[C@H]1S de_lowest_ev=5.222 total_energy_ev=-31597.3058
C 1.61 1.79 0.23 -0.13
N 1.13 0.50 -0.08 -0.19
C -0.20 0.17 -0.23 -0.32
C -1.30 0.90 -0.37 -0.09
C -2.68 0.47 -0.19 -0.12
C -3.09 -0.89 0.18 -0.06
C -1.82 -1.62 -0.06 -0.17
C -0.53 -1.24 -0.13 -0.48
S 0.93 -2.32 -0.05 0.89
C 1.88 -0.78 0.35 -0.87
S 3.67 -0.53 -0.15 0.64
H 1.27 2.59 -0.39 0.07
H 2.56 1.76 -0.17 0.00
H 1.65 2.26 1.31 0.14
H -0.81 1.90 -0.83 0.16
H -3.45 1.39 0.07 0.14
H -4.28 -1.12 0.50 0.17
H -1.90 -2.78 -0.15 0.12
H 1.85 -0.93 1.54 0.10
H 3.52 -1.51 -1.39 0.00

***

(10)
16
Properties=species:S:1:pos:R:3:lowdin_charge:R:1 method="wB97M-V/def2-TZVPD" homo_lumo_gap_ha="0.2833 / 0.3003" homo_ev="-7.05 / -8.09" de_lowest_ev=7.791 total_energy_ev=-7850.3689
C -1.66 -1.68 -0.29 -0.03
C 2.50 -0.27 -0.16 -0.06
C 1.13 0.30 -0.72 -0.04
C 1.48 0.12 0.80 -0.10
C 0.20 -0.34 0.19 -0.30
C -1.82 1.40 0.32 0.08
N -0.84 -1.00 0.52 -0.04
H -2.49 -2.12 0.22 0.04
H -1.56 -1.68 -1.36 0.06
H 2.82 -1.22 -0.25 0.07
H 3.16 0.54 -0.32 0.09
H 0.93 1.07 -1.47 0.13
H 1.57 0.93 1.57 0.14
H -2.10 1.45 -0.69 -0.01
H -1.04 1.93 0.83 0.00
H -2.29 0.58 0.80 -0.03

***

(11)
30
Properties=species:S:1:pos:R:3:lowdin_charge:R:1 method="wB97M-V/def2-TZVPD" homo_lumo_gap_ha=0.3823 homo_ev=-9.76 smiles=CC(C)O.CC(C)O.CO de_lowest_ev=0.383 total_energy_ev=-13725.1982
C -2.39 12.88 39.64 -0.05
C -2.98 12.18 38.42 -0.49
C -3.07 13.10 37.21 -0.06
O -2.23 11.00 38.11 -0.06
H -3.12 13.66 39.87 0.05
H -1.42 13.32 39.40 0.08
H -2.24 12.20 40.47 0.08
H -3.98 11.80 38.67 0.13
H -2.09 13.57 37.08 0.08
H -3.83 13.86 37.40 0.06
H -3.37 12.54 36.33 0.08
H -1.66 11.12 37.35 0.08
C -5.67 16.61 38.55 -0.04
C -6.30 15.80 39.67 -0.46
C -7.37 14.80 39.18 -0.06
O -5.29 15.12 40.41 -0.07
H -5.26 15.98 37.77 0.08
H -4.91 17.26 38.98 0.07
H -6.46 17.23 38.13 0.09
H -6.87 16.45 40.36 0.14
H -7.08 14.10 38.39 0.08
H -8.19 15.35 38.71 0.08
H -7.75 14.27 40.05 0.08
H -5.75 14.58 41.06 0.10
C -2.13 16.84 39.54 -0.17
O -2.63 16.20 40.71 -0.14
H -2.37 16.21 38.68 0.07
H -2.59 17.82 39.41 0.07
H -1.06 16.96 39.62 0.08
H -3.50 15.82 40.53 0.02